Entry 1:
The following is a DFT calculation (ωB97M-V/def2-TZVPD) of a molecular structure, C30H93BN7O13Zr in a non-equilibrium geometry.

XYZ file:
```
145
Properties=species:S:1:pos:R:3:forces:R:3
Zr 2.026190 2.559218 2.828784 -1.8 -2.7 -3.3
B 0.212355 3.016455 4.014156 -1.8 0.4 1.5
H 0.122761 2.106345 3.441514 -0.2 -3.5 -2.3
H 1.028941 2.940462 4.715338 3.6 -0.6 3.0
H 0.463867 3.828305 3.349414 1.0 3.3 -2.8
H -0.733134 3.195465 4.502252 -2.6 0.6 1.9
O 0.914097 2.788599 0.949648 0.7 -1.3 1.6
C 0.626200 1.485638 0.383069 0.8 0.1 0.8
C 0.759717 0.213973 1.366257 -0.2 1.9 0.4
O 1.659547 0.360137 2.464629 1.0 2.0 -0.2
H 1.266456 1.412646 -0.496041 0.3 -0.4 -0.2
H -0.405964 1.457101 0.033877 -0.3 0.1 -0.1
H 0.981025 -0.699196 0.813767 0.0 0.0 -0.2
H -0.228760 0.170795 1.823569 -0.4 -0.5 -0.1
C -0.805878 -2.174705 -3.911325 0.8 -0.1 1.1
C -0.070054 -1.257307 -2.899754 0.4 0.7 -1.0
C 1.469196 -1.031657 -3.094870 -0.8 -0.7 0.2
O 2.118005 -2.284950 -3.010854 1.2 -0.1 0.9
C 3.550250 -2.195429 -2.717055 -1.5 -0.3 -1.7
N -0.727220 0.051400 -2.993773 -0.2 0.5 -0.1
H -1.080828 -1.614217 -4.804823 0.0 -0.1 0.0
H -1.674255 -2.531577 -3.357548 -0.3 0.1 -0.4
H -0.217770 -3.065667 -4.131373 0.1 0.1 -0.2
H -0.269839 -1.644591 -1.900656 0.6 -0.4 0.2
H 1.767815 -0.326207 -2.319465 0.2 -0.1 0.5
H 1.791669 -0.546759 -4.016282 -0.6 0.1 -0.5
H 3.726930 -1.611762 -1.813605 0.2 -0.4 0.1
H 4.043620 -1.772213 -3.592020 0.1 0.8 0.0
H 3.935256 -3.213350 -2.777998 -0.2 -0.1 0.9
H -0.378809 0.724330 -2.326029 0.6 0.0 0.2
H -1.674580 -0.085159 -2.671343 -0.4 -0.1 -0.3
C 4.067217 1.242087 -2.437549 1.8 -0.6 0.6
C 5.187137 2.256662 -1.992226 -1.1 0.0 -1.3
C 5.810580 2.971102 -3.213524 1.3 -1.1 0.9
O 6.681989 2.002284 -3.829247 -0.7 0.0 -0.2
C 7.267810 2.528081 -5.007630 -0.1 -0.6 0.1
N 4.581897 3.169285 -1.008567 0.0 0.4 0.0
H 3.094163 1.624648 -2.745618 0.2 0.4 0.3
H 4.008376 0.520312 -1.622893 -0.7 0.2 0.3
H 4.430306 0.579511 -3.223209 0.2 0.4 -0.4
H 6.027204 1.741824 -1.526038 -0.2 -0.2 0.1
H 6.545498 3.699832 -2.871546 -0.5 0.9 0.2
H 5.063044 3.411582 -3.873272 0.0 -0.1 -0.3
H 7.726994 3.491485 -4.786047 -0.2 0.3 -0.3
H 6.505591 2.533378 -5.786791 0.0 0.6 -0.2
H 8.049975 1.861267 -5.370494 0.0 -0.2 0.3
H 5.193856 3.934217 -0.762655 0.6 0.0 0.0
H 3.812218 3.650883 -1.451016 -0.6 -0.1 -0.1
C 2.579445 -3.565544 0.460531 -0.1 0.6 2.2
C 3.069359 -5.007833 0.695303 0.4 0.6 0.3
C 4.261979 -5.325997 -0.184342 0.6 -0.6 -0.1
O 5.485892 -4.751318 0.264924 -0.4 0.5 0.0
C 6.381964 -4.382721 -0.756891 0.2 -0.9 -0.3
N 3.390435 -5.283381 2.161051 -0.4 1.2 -1.9
H 2.076376 -3.261719 -0.457462 0.3 -0.7 -0.3
H 3.279112 -2.794405 0.782893 0.8 -0.2 -0.6
H 1.877946 -3.385016 1.275036 -0.8 -0.1 -0.1
H 2.224001 -5.626965 0.395030 0.1 -0.4 -0.3
H 4.090526 -5.042172 -1.222689 -0.4 0.2 -0.1
H 4.401187 -6.406814 -0.207882 0.1 -0.4 0.0
H 6.425615 -5.113553 -1.564407 -0.1 -0.6 -0.1
H 7.387106 -4.388459 -0.335280 -0.1 0.4 0.1
H 6.157153 -3.463962 -1.298596 -0.2 0.5 0.5
H 2.512270 -5.139351 2.638755 0.0 -0.4 0.4
H 3.722159 -6.230317 2.276694 -0.2 -0.1 0.0
C -3.447005 1.675923 2.242302 -0.3 -0.3 -0.4
C -3.905308 2.701000 3.239947 -0.3 1.0 0.8
C -4.228988 2.195083 4.676312 1.4 0.1 -0.1
O -5.207733 1.146999 4.764062 0.7 0.3 0.9
C -5.429026 0.841984 6.168712 -0.8 -0.3 -0.9
N -2.954898 3.880939 3.223062 -1.4 -0.9 1.2
H -2.563846 1.165110 2.625970 0.2 0.0 -0.2
H -3.239301 2.203891 1.311600 0.4 0.0 0.0
H -4.194328 0.937915 1.950828 -0.2 -0.2 0.4
H -4.891399 3.106131 3.012816 0.0 0.1 -0.9
H -4.488470 3.083886 5.251464 -0.6 0.1 0.1
H -3.323965 1.848908 5.175513 0.4 -0.3 0.0
H -6.055082 -0.047905 6.233849 -0.5 0.2 -0.4
H -5.947076 1.686845 6.622523 0.1 0.0 0.3
H -4.584334 0.509742 6.772209 0.8 0.6 -0.4
H -2.130206 3.744495 3.789956 -0.3 -0.2 0.0
H -2.635548 4.082212 2.286251 -0.1 0.0 -0.2
C -4.010655 -0.367573 -5.016744 -0.4 0.1 0.2
C -4.431657 -1.586749 -4.131002 1.1 0.9 -1.3
C -4.641472 -1.246240 -2.664644 -0.1 0.0 -1.0
O -3.408660 -0.820080 -2.096665 -0.7 0.2 0.3
C -3.545242 -0.525850 -0.712519 0.4 -0.9 0.5
N -5.582212 -2.239922 -4.802138 0.2 -0.1 0.7
H -3.107780 0.170916 -4.728748 0.4 -0.6 0.2
H -4.723389 0.454987 -5.076075 -0.7 -0.3 0.1
H -3.903229 -0.765345 -6.025873 0.2 0.2 0.0
H -3.550078 -2.218224 -4.241261 -0.1 -0.4 0.5
H -5.073637 -2.109843 -2.159136 0.2 -0.2 0.4
H -5.393704 -0.457480 -2.674703 -0.1 0.4 0.5
H -2.659577 -0.037417 -0.306168 0.0 0.6 -0.6
H -3.518917 -1.453046 -0.140051 -0.5 -0.4 0.0
H -4.454197 0.024548 -0.469697 0.0 0.1 -0.1
H -5.234859 -3.106732 -5.186955 0.1 -0.1 -0.4
H -6.246212 -2.582643 -4.122622 -0.3 0.2 0.3
C -2.328036 -1.539106 3.853451 1.2 -0.5 -1.0
C -2.783211 -2.817225 4.571695 -0.5 1.5 0.0
C -1.561832 -3.662829 4.949539 -0.7 -0.9 1.0
O -0.939696 -4.444569 3.934698 -0.8 -0.1 -0.8
C -1.736476 -5.614259 3.609401 0.6 0.2 0.6
N -3.561879 -2.393253 5.762810 0.6 0.0 -0.1
H -3.044735 -0.827274 3.443888 -0.6 -0.4 0.4
H -1.773134 -1.927248 2.999315 0.0 0.1 -0.5
H -1.539069 -0.960010 4.333328 -0.2 -0.1 0.7
H -3.445498 -3.320146 3.867036 0.1 -0.5 -0.1
H -1.871164 -4.403658 5.686813 -0.4 0.0 0.4
H -0.861831 -3.049127 5.516537 0.4 0.2 -0.7
H -1.069913 -6.469438 3.497743 0.2 0.1 0.0
H -2.351380 -5.581122 2.710023 0.1 0.7 -0.2
H -2.411689 -5.826788 4.438276 0.0 -0.1 0.1
H -4.298888 -3.030330 6.029395 0.1 -0.3 -0.1
H -4.019540 -1.534290 5.492930 -0.1 0.2 0.2
C -0.252800 5.668956 -3.978599 0.6 -1.8 1.0
C -0.561684 4.612208 -2.806267 0.2 1.0 -1.7
C -1.943157 4.054238 -3.010721 -0.5 -0.2 0.5
O -2.320649 3.351136 -1.836242 -0.6 -0.4 0.5
C -3.532289 2.573641 -1.998131 1.2 0.6 0.0
N 0.407344 3.485840 -2.810832 -0.4 0.8 0.3
H -1.070816 6.363071 -4.171388 0.3 0.3 0.4
H -0.035092 5.166408 -4.921017 -0.4 -0.5 -0.1
H 0.731265 6.075222 -3.744789 -0.3 0.8 0.2
H -0.522953 5.127855 -1.846727 0.1 0.0 0.0
H -1.883042 3.349269 -3.839872 -0.3 -0.1 -0.4
H -2.717554 4.798639 -3.195890 0.1 0.3 -0.3
H -3.805759 2.146329 -1.033395 0.2 0.1 -0.1
H -3.258589 1.800051 -2.715578 -0.6 -0.2 -0.1
H -4.350463 3.213802 -2.328078 -0.1 0.0 -0.3
H -0.012548 2.799249 -3.421066 0.3 -0.3 -0.5
H 0.275026 3.051764 -1.908517 0.3 -0.1 0.5
O 1.047832 -0.840798 5.034777 -0.1 -0.3 0.6
H 0.520591 -0.145425 5.428118 -0.2 0.1 0.1
H 1.165690 -0.567232 4.125103 0.2 0.3 -0.8
O 3.504832 -1.949583 3.315600 0.5 0.0 0.0
H 2.788970 -2.578890 3.403570 -0.1 -0.2 0.1
H 3.119344 -1.212180 2.842465 -0.5 0.4 -0.1
O 3.787220 2.256006 1.414684 -0.3 -0.5 2.1
H 4.010802 2.689244 0.590952 0.3 0.8 -2.0
H 4.241761 1.414579 1.374388 0.1 -0.5 0.2
O -1.645855 4.447900 0.671892 -0.2 0.6 0.3
H -0.971141 3.784539 0.816578 0.8 -0.3 0.1
H -1.979509 4.263333 -0.206076 -0.2 -0.2 -0.5
```
Forces are in eV/Å.

As for the HOMO-LUMO gap (spin up / spin down): 0.231 / 0.274 hartree. Its expectation value of S² is 0.752. As for the multiplicity: 2.

Entry 2:
The following is a DFT calculation (ωB97M-V/def2-TZVPD) of 5 unconnected molecules or ions with the total composition C16H30F5N5O11.

XYZ file:
```
67
Properties=species:S:1:pos:R:3:forces:R:3
O -2.140510 4.624890 -3.274419 -0.4 -0.6 0.1
C -2.350288 3.585301 -2.750121 0.1 0.2 0.0
F -2.969590 3.465834 -1.571382 0.2 0.1 0.0
N -2.050290 2.289575 -3.212376 0.5 0.7 0.1
C -1.474258 2.289905 -4.520083 0.6 0.0 -0.1
O -0.506788 2.822024 -4.921182 -0.5 -0.1 0.2
F -2.216286 1.483404 -5.298103 0.0 0.0 -0.1
C -1.368521 1.450687 -2.248377 -0.5 -0.1 -0.1
N -0.079095 1.670876 -2.075521 0.1 -0.2 0.1
N 0.527022 0.928522 -1.180838 -0.1 0.1 -0.2
C -0.216525 0.047380 -0.507837 0.1 -0.1 -0.1
C 0.464587 -0.741442 0.561011 -0.3 0.0 0.4
C 0.856038 0.159578 1.741115 0.1 -0.1 -0.2
O -0.070327 1.239853 1.809038 0.0 0.1 0.0
C 0.319133 2.291980 2.644896 -0.2 -0.2 0.0
C 1.331457 3.232547 2.007054 0.2 0.2 -0.1
F 1.273095 4.436419 2.637477 0.1 -0.3 -0.2
F 2.608533 2.796904 2.115434 -0.4 0.1 -0.1
F 1.077600 3.431784 0.704644 0.1 0.0 0.4
N -1.515402 -0.178520 -0.723589 -0.2 0.2 -0.2
N -2.113836 0.546170 -1.640422 0.1 -0.1 0.3
H -0.208197 -1.520498 0.906775 -0.1 -0.1 -0.2
H 1.349720 -1.219543 0.149742 0.1 0.0 0.0
H 0.802683 -0.414716 2.666616 0.1 0.0 0.1
H 1.873769 0.524199 1.613206 0.0 0.1 0.0
H 0.717684 1.933981 3.596784 0.1 0.0 0.1
H -0.566251 2.887602 2.855056 -0.1 0.0 -0.1
O -1.264401 -3.804413 -0.291570 0.0 -0.1 0.0
C -1.677028 -3.759834 -1.660544 0.2 0.0 0.2
C -2.662245 -4.869220 -1.955699 -0.1 -0.1 0.3
O -3.794761 -4.781506 -1.107048 0.0 0.1 -0.1
H -0.704324 -4.581464 -0.178050 0.1 -0.1 0.0
H -2.153503 -2.787736 -1.791157 0.0 0.0 0.0
H -0.807673 -3.822986 -2.323406 0.0 0.0 0.0
H -3.018033 -4.808505 -2.984729 0.0 0.0 0.0
H -2.172825 -5.842885 -1.814631 0.1 0.0 -0.1
H -3.463071 -4.511422 -0.242198 0.0 0.0 0.0
O 1.364237 -5.774480 0.561384 -0.2 0.2 0.1
C 1.118648 -5.414053 1.927790 0.1 -0.1 -0.1
C 2.365655 -4.819328 2.542043 0.1 0.1 -0.2
O 2.790096 -3.679033 1.811227 -0.2 0.0 0.1
H 1.945870 -6.541352 0.562558 0.0 0.0 -0.1
H 0.325400 -4.666939 1.907030 0.0 0.0 0.0
H 0.772974 -6.284424 2.492436 0.0 0.1 0.1
H 2.173512 -4.502942 3.567080 0.0 0.0 0.0
H 3.169551 -5.567646 2.552918 -0.1 -0.1 0.1
H 2.656040 -3.889125 0.878950 0.1 0.0 0.0
O -1.723209 -1.108833 -4.048174 0.2 -0.1 0.0
C -1.797654 -2.395656 -4.664202 -0.1 0.0 -0.1
C -0.548132 -2.673007 -5.470501 0.2 0.2 0.1
O 0.607794 -2.593671 -4.649556 -0.1 -0.1 0.1
H -1.819766 -0.440792 -4.737424 -0.1 -0.1 0.0
H -1.877596 -3.112329 -3.848315 0.0 0.2 -0.3
H -2.693348 -2.471136 -5.287623 0.0 0.0 0.0
H -0.582364 -3.675746 -5.896402 0.0 0.0 0.0
H -0.465343 -1.948814 -6.291892 -0.1 -0.1 -0.1
H 0.461604 -1.847632 -4.055534 0.1 0.1 0.0
O 2.969525 7.682075 4.082472 0.0 0.0 0.1
C 1.747375 7.906690 4.786678 0.0 -0.1 -0.2
C 1.561098 6.852486 5.855635 0.3 -0.1 0.1
O 2.653000 6.857811 6.761326 -0.1 0.1 0.0
H 2.861812 6.891828 3.542601 0.0 0.0 0.0
H 1.839535 8.890183 5.245006 0.0 0.0 0.0
H 0.902312 7.915204 4.091330 -0.1 0.0 0.1
H 0.652786 7.036183 6.429858 0.0 0.0 0.0
H 1.489103 5.861399 5.386201 -0.2 0.0 -0.1
H 3.442190 7.018356 6.229536 0.0 0.0 0.0
```
Forces are in eV/Å.

As for the SMILES: O=C(F)N(C(=O)F)c1nnc(CCOCC(F)(F)F)nn1.OCCO.OCCO.OCCO.OCCO. As for the HOMO-LUMO gap: 0.322 hartree. As for the multiplicity: 1.

Entry 3:
The following is a DFT calculation (ωB97M-V/def2-TZVPD) of 2 unconnected molecules or ions with the total composition C6H20N6 in a non-equilibrium geometry.

XYZ file:
```
32
Properties=species:S:1:pos:R:3:forces:R:3
C 2.373893 -2.091779 0.693265 -0.8 0.7 1.3
C 2.386754 -1.358759 -0.645251 0.0 -1.6 -0.6
C 0.223947 -1.789896 1.963795 0.7 0.1 2.5
N 1.421009 -1.391899 1.615056 0.7 0.3 -0.8
N -0.161970 -3.096666 1.894470 -1.0 0.5 -1.6
N -0.484877 -0.970205 2.770358 -0.1 -0.7 -0.9
H 1.998259 -3.107599 0.795420 0.4 -0.3 -1.0
H 3.365210 -2.107076 1.140103 -0.1 0.2 0.3
H 2.047890 -0.336306 -0.601170 0.0 0.4 0.3
H 1.756493 -1.897833 -1.358436 -0.1 0.2 0.0
H 1.658613 -0.455089 1.909069 0.1 0.0 -0.2
H -0.192846 -3.431461 0.930496 0.4 -0.4 0.3
H -1.086521 -3.251907 2.286621 0.2 -0.1 0.2
H -0.160693 -0.042727 2.977248 -0.2 0.1 0.2
H -1.457140 -1.197371 2.837114 -0.4 0.4 0.5
H 3.386939 -1.391450 -1.059930 0.2 0.2 -0.1
C -2.217249 1.079271 -1.450360 1.5 -0.9 -1.6
C -2.208992 0.116967 -0.251363 -1.6 1.7 0.3
C -0.188577 2.489596 -1.438140 0.9 0.5 -1.3
N -0.865883 1.474734 -1.939803 -0.9 -0.3 0.8
N -0.694387 3.272836 -0.505979 -1.0 -0.8 1.2
N 1.018281 2.803384 -1.979057 -1.0 -0.6 0.3
H -2.687549 0.677002 -2.348382 0.0 -0.5 0.2
H -2.756293 1.976028 -1.327220 -0.7 1.1 0.7
H -1.253054 -0.229601 0.113294 0.2 -0.5 -0.6
H -3.013510 -0.597879 -0.418771 0.6 -0.6 0.1
H -0.448944 0.860059 -2.620645 0.3 0.2 0.0
H -1.454636 2.932846 0.065254 0.0 0.1 -0.2
H -0.286535 4.110638 -0.155308 0.6 0.5 -0.2
H 1.051208 2.753691 -2.985939 0.5 0.1 0.0
H 1.548979 3.486724 -1.477614 0.4 0.4 -0.3
H -2.617824 0.711736 0.571804 0.1 -0.1 0.3
```
Forces are in eV/Å.

As for the energy relative to the best compared isomer or geometry (same formula, charge and spin): 14.18 kcal/mol. As for the HOMO-LUMO gap: 0.419 hartree. As for the net charge: +2. As for the multiplicity: 1.

Question: Look up the multiplicity of the first one.
Answer: 2

Question: Which of these has the highest multiplicity?
Answer: C30H93BN7O13Zr